Formula: C7H13N
Source: the OMol25 dataset
Level of theory: ωB97M-V/def2-TZVPD

## Properties
electronic energy	-8954.8319	eV
energy relative to the best compared isomer or geometry (same formula, charge and spin)	492.2	kJ/mol
LUMO level	0.00	eV
E_HOMO	-7.43	eV

```
! RIJCOSX wB97M-V def2-TZVPD def2/J DEFGRID3
* xyz 0 1
N 2.3926 -0.7811 -1.0845
C 0.1383 1.6224 1.9316
C -1.7795 -0.0651 2.2301
C -0.1280 -0.7304 -1.5571
C -1.0921 1.0793 1.5242
C 1.3428 -1.0128 -2.0511
C 0.0000 0.4997 0.5610
C -0.2678 0.5056 -0.7376
H 0.3337 2.6836 1.7463
H -2.2748 -0.7417 1.5361
H -1.0782 -0.6442 2.8287
H -0.7421 -0.7256 -2.4545
H -0.7197 1.3905 -1.1815
H 3.2774 -0.5280 -1.4921
H 2.0983 -0.0956 -0.4057
H 1.3336 -2.0585 -2.3315
H -2.5225 0.3307 2.9266
H -1.8394 1.7089 1.0187
H -0.3687 -1.5975 -0.9489
H 1.4102 -0.4391 -2.9818
H 0.4859 -0.4010 0.9229
*
```



Formula: C8H23NO5Ti
Source: the OMol25 dataset
Level of theory: ωB97M-V/def2-TZVPD

## Properties
electronic energy	-43500.6921	eV
energy relative to the best compared isomer or geometry (same formula, charge and spin)	299.1	kJ/mol
LUMO level (alpha / beta)	-2.29 / -2.94	eV
E_HOMO (alpha / beta)	-8.85 / -12.73	eV

```
! RIJCOSX wB97M-V def2-TZVPD def2/J DEFGRID3
* xyz 1 4
Ti 0.4973 -0.5397 -0.2064
O 3.1344 1.3828 -1.3244
O -1.0418 1.4500 -1.7681
O -1.7055 -2.8769 -0.2956
O 0.8806 -0.1978 2.5165
O 0.5369 -3.0487 -2.2467
N 0.0031 2.1771 1.0920
C 0.7356 1.0327 3.1683
C -1.1350 2.7407 0.4010
C -0.1510 -4.1959 -1.6230
C -1.6219 -4.0063 -1.0387
C 1.8457 -1.0675 3.1375
C -0.3248 1.9011 2.5636
C -1.0785 1.3991 -3.2390
C -1.0046 2.7257 -1.1703
H -1.8436 3.2804 -1.5903
H -0.1157 3.2300 -1.5491
H 0.7025 2.8981 0.9867
H -0.5960 0.4580 -3.5030
H 3.9398 1.5251 -1.8217
H -2.0846 2.2394 0.5886
H -0.5165 2.8269 3.1062
H 0.4566 -4.3856 -0.7382
H 2.8221 2.2633 -1.1163
H -2.0874 1.5787 -3.6104
H 2.7817 -0.6709 3.5307
H 1.4519 -1.5553 4.0292
H -1.7808 -4.8827 -0.4103
H -1.2860 3.7688 0.7301
H -1.2520 1.3290 2.5950
H 0.9415 -3.3522 -3.0627
H 1.6458 1.6306 3.1210
H 2.2823 -1.7834 2.4410
H -2.2784 -4.0998 -1.9037
H 0.4143 0.7372 4.1671
H -2.5929 -2.9398 0.0653
H -0.1808 -5.0599 -2.2870
H -0.3942 2.0878 -3.7346
*
```



Formula: C5H7NO
Source: the OMol25 dataset
Level of theory: ωB97M-V/def2-TZVPD

## Properties
electronic energy	-8829.0224	eV
SMILES	C=C=C1[C@H]2N[C@@H]12.O
energy relative to the best compared isomer or geometry (same formula, charge and spin)	692.8	kJ/mol
LUMO level	0.30	eV
E_HOMO	-8.36	eV

```
! RIJCOSX wB97M-V def2-TZVPD def2/J DEFGRID3
* xyz 0 1
O 0.0981 1.8941 -0.4309
N 1.5739 -1.4261 0.8857
C 0.5233 -1.8809 0.0141
C 1.2449 -0.5218 -0.1972
C -1.7942 1.0739 -0.1313
C -0.5690 -1.0123 -0.0105
C -1.5842 -0.2526 0.0604
H -2.2112 1.4522 -1.0600
H 0.5870 0.9694 -0.2806
H -1.9153 1.7357 0.7225
H 1.8977 -0.6270 -1.0720
H 1.1988 -1.0727 1.7614
H 0.2558 2.3791 0.3892
H 0.6944 -2.7110 -0.6508
*
```



Formula: C4H5N3O
Source: the OMol25 dataset
Level of theory: ωB97M-V/def2-TZVPD

## Properties
electronic energy	-10739.8334	eV
SMILES	C#C/C(=N/O)NN=C
energy relative to the best compared isomer or geometry (same formula, charge and spin)	750.8	kJ/mol
LUMO level	0.12	eV
E_HOMO	-8.89	eV

```
! RIJCOSX wB97M-V def2-TZVPD def2/J DEFGRID3
* xyz 0 1
O -0.6666 -1.2988 -2.0265
N -1.1340 -1.2903 -0.6316
N 0.4094 1.0464 -0.9323
N 0.1068 0.5521 0.2669
C -1.3784 -1.8867 2.5053
C 1.3938 2.0018 -0.9853
C -0.7049 -0.5112 0.2015
C -1.0856 -1.1869 1.5003
H -0.0554 -0.5054 -2.3159
H 0.6180 0.7392 1.1032
H 1.8881 2.2182 -1.9223
H 1.9819 2.5193 -0.1827
H -1.3731 -2.3978 3.4194
*
```



Formula: C28H35N3O4P2Tm
Source: the OMol25 dataset
Level of theory: ωB97M-V/def2-TZVPD

## Properties
electronic energy	-90370.9948	eV
energy relative to the best compared isomer or geometry (same formula, charge and spin)	0.0	kJ/mol
LUMO level (alpha / beta)	-2.71 / -2.68	eV
E_HOMO (alpha / beta)	-10.42 / -10.41	eV

```
! RIJCOSX wB97M-V def2-TZVPD def2/J DEFGRID3
* xyz 1 3
Tm -0.1382 -0.3074 -0.1020
P -2.5349 0.2659 -1.2195
P -0.0248 -2.9421 -0.7904
O -0.4229 1.1525 1.5354
O -0.3592 -3.2419 2.5776
O -1.5816 -0.3571 5.8417
O 2.5574 1.1119 0.2160
N 0.7040 0.0045 -1.9417
N -0.7261 -1.7450 4.2753
N -0.2940 -0.9890 2.1134
C -0.4749 0.7099 3.9445
C -0.8385 3.2380 -2.9524
C 1.5905 2.2313 3.7022
C 1.8472 -0.6737 -2.4089
C 1.2826 -3.9826 -0.0712
C 4.2197 -0.6078 -2.8723
C 1.8125 -2.0643 -2.7041
C 0.5277 -2.8578 -2.5582
C 1.5449 3.5230 -2.6235
C -0.4409 -2.0846 2.9549
C -0.4122 0.2784 2.5019
C -3.4005 1.7044 -0.5092
C 2.9973 -2.6831 -3.0981
C -3.8847 -0.8527 -1.6937
C -0.7386 1.8676 -2.7275
C 0.5416 1.3414 -2.3814
C 4.1974 -1.9715 -3.1657
C 0.2852 4.0670 -2.8774
C -1.4157 1.9286 4.0804
C -0.9966 -0.4763 4.7736
C 3.2558 1.5450 -0.6795
C 3.0371 0.0397 -2.5250
C 0.9699 1.0363 4.4045
C -1.4539 -4.0591 -0.7918
C 3.0181 1.5058 -2.1130
C 1.6727 2.1519 -2.4238
C -2.8574 1.6384 3.7122
C -1.9573 0.9667 -2.8467
H -1.0135 2.7349 3.4538
H -2.9446 1.2563 2.6879
H 1.2700 -4.9766 -0.5400
H 5.1442 -0.0260 -2.9081
H 5.1170 -2.4807 -3.4506
H -2.9589 1.9275 0.4717
H 0.1800 5.1391 -3.0363
H 1.4571 2.1609 2.6170
H 1.0868 -4.0646 1.0068
H 0.9518 1.1991 5.4926
H 1.1535 3.1713 4.0572
H -1.1989 -5.0061 -1.2869
H 4.2216 2.0543 -0.7548
H -1.8164 3.6624 -3.1949
H -0.2921 -2.3950 -3.1310
H -1.7226 -4.2449 0.2566
H 3.7914 2.0380 -2.6764
H -4.4630 1.4617 -0.3843
H -3.2884 0.9106 4.4085
H -1.3594 2.2655 5.1259
H 2.9750 -3.7475 -3.3427
H -3.8031 -1.7589 -1.0785
H -4.8514 -0.3707 -1.4982
H -2.8076 1.5345 -3.2497
H 1.5810 0.1381 4.2265
H 0.6652 -3.8938 -2.8949
H -1.7557 0.1029 -3.5014
H -3.8092 -1.1289 -2.7531
H 2.2612 -3.5133 -0.2272
H -2.3029 -3.5838 -1.3000
H 2.6628 2.2560 3.9188
H -3.2929 2.5881 -1.1500
H -0.9512 -2.5321 4.8712
H -3.4374 2.5646 3.7864
H 2.4423 4.1449 -2.5785
*
```



Formula: C16H17Cl2IrN4S4
Source: the OMol25 dataset
Level of theory: ωB97M-V/def2-TZVPD

## Properties
electronic energy	-94048.6560	eV
energy relative to the best compared isomer or geometry (same formula, charge and spin)	20.9	kJ/mol
LUMO level (alpha / beta)	-3.42 / -5.66	eV
E_HOMO (alpha / beta)	-11.06 / -11.07	eV

```
! RIJCOSX wB97M-V def2-TZVPD def2/J DEFGRID3
* xyz 1 2
Ir 0.0828 -0.9937 -0.1019
Cl -3.7266 2.3616 -1.2216
Cl 1.6116 1.7067 -2.2662
S 1.4787 -1.5900 -1.7948
S 0.9201 -2.5493 1.4908
S -1.3741 -2.6452 -0.8603
S -1.4361 0.3646 -1.3362
N 1.4613 0.3837 0.7407
N -1.0783 -0.3572 1.5768
N 1.8177 -3.7512 -4.7369
N -1.8407 -5.0545 -3.5806
C 0.7055 1.3232 1.6077
C -1.2872 -4.2415 -2.9872
C 1.2901 -3.3267 -3.8093
C -1.5972 -1.5434 2.2880
C 0.3001 4.0054 -2.3086
C -0.3126 0.5721 2.4457
C -0.6021 -3.2257 -2.2491
C -2.1495 2.9496 -1.6385
C 0.6458 -2.7767 -2.6566
C -0.4549 -2.4706 2.7091
C 0.1632 2.6518 -2.0382
C 2.2081 -1.4963 2.2677
C -0.8021 4.8341 -2.2449
C 2.6020 -0.3334 1.3677
C -1.0546 2.0649 -1.6815
C -2.0353 4.2994 -1.9155
H 3.2209 0.3703 1.9314
H 0.1631 0.0014 3.2392
H 0.1902 2.0127 0.9361
H -0.8265 -3.4883 2.8126
H 3.2063 -0.7152 0.5445
H 1.8508 -1.1742 3.2427
H -2.9188 4.9200 -1.8678
H -0.0100 -2.1949 3.6639
H -2.1804 -1.2564 3.1673
H 1.3817 1.9007 2.2421
H 3.0808 -2.1254 2.4345
H -0.9906 1.2792 2.9260
H -1.8496 0.1574 1.1432
H 1.8450 0.9341 -0.0295
H 1.2704 4.3898 -2.5898
H -0.7039 5.8877 -2.4646
H -2.2650 -2.0606 1.6020
*
```